340
Properties=species:S:1:pos:R:3:lowdin_charge:R:1 method="wB97M-V/def2-TZVPD" e_tot_ev=-254546.8023 charge=0 molar_mass_g_mol=2102.4 e_lumo_ev=0.17 homo_lumo_gap_ev=8.28
C -4.127 -5.150 -2.740 -0.209
C -3.201 -3.968 -2.221 -0.250
O -2.539 -4.446 -1.093 -0.089
O -5.141 -4.689 -3.615 -0.097
H -4.522 -5.712 -1.840 0.127
H -3.532 -5.936 -3.290 0.125
H -3.763 -3.071 -1.885 0.102
H -2.527 -3.636 -3.033 0.111
H -1.626 -4.579 -1.265 0.003
H -5.920 -4.286 -3.186 0.103
C 1.064 3.594 0.070 -0.206
C 0.732 3.221 1.542 -0.183
O 1.889 3.202 2.423 -0.110
O 1.692 4.888 -0.230 -0.083
H 0.070 3.678 -0.414 0.094
H 1.610 2.759 -0.385 0.099
H 0.359 2.230 1.419 0.045
H -0.029 3.918 1.968 0.123
H 2.721 3.389 1.973 0.004
H 2.489 4.854 0.316 0.035
C 1.325 -1.240 5.202 -0.230
C 2.237 -2.383 5.766 -0.207
O 2.672 -3.242 4.703 -0.107
O 2.128 -0.633 4.211 -0.085
H 0.987 -0.583 6.053 0.104
H 0.367 -1.626 4.672 0.104
H 1.615 -2.938 6.514 0.124
H 3.129 -1.954 6.312 0.127
H 3.337 -2.829 4.135 0.055
H 1.722 -0.124 3.547 -0.003
C -4.326 -1.532 -5.835 -0.187
C -3.571 -0.824 -4.693 -0.238
O -3.841 0.514 -4.467 -0.094
O -4.116 -2.944 -5.740 -0.063
H -4.001 -1.319 -6.816 0.108
H -5.364 -1.404 -5.675 0.104
H -2.520 -0.844 -4.949 0.096
H -3.819 -1.435 -3.801 0.115
H -4.150 0.618 -3.549 0.031
H -4.800 -3.350 -5.284 0.011
C -5.951 0.181 -1.449 -0.237
C -6.763 -0.284 -2.705 -0.223
O -6.954 0.752 -3.632 -0.067
O -4.769 0.715 -1.912 -0.112
H -5.767 -0.745 -0.798 0.125
H -6.477 0.863 -0.839 0.070
H -7.675 -0.739 -2.393 0.093
H -6.186 -1.114 -3.111 0.101
H -6.156 0.829 -4.187 0.074
H -4.617 1.497 -1.337 0.017
O -0.041 -4.691 -2.366 -0.273
P 0.570 -5.235 -3.567 0.565
N 2.197 -4.767 -3.542 -0.277
C 2.888 -4.833 -2.233 -0.104
C 3.143 -5.164 -4.581 -0.133
N 0.095 -4.704 -5.119 -0.317
C -1.118 -5.212 -5.648 -0.130
C 0.411 -3.393 -5.639 -0.107
N 0.377 -6.888 -3.736 -0.317
C 1.036 -7.566 -4.825 -0.119
C 0.139 -7.674 -2.503 -0.076
H 3.295 -5.873 -2.095 0.093
H 2.191 -4.588 -1.399 0.055
H 3.653 -4.021 -2.251 0.057
H 2.638 -5.320 -5.525 0.059
H 3.745 -6.080 -4.301 0.099
H 3.825 -4.306 -4.732 0.054
H -1.319 -6.192 -5.204 0.077
H -1.969 -4.509 -5.450 0.082
H -1.089 -5.246 -6.732 0.086
H -0.497 -2.723 -5.614 0.091
H 1.299 -2.956 -5.157 0.070
H 0.627 -3.539 -6.699 0.083
H 1.369 -6.826 -5.552 0.060
H 1.970 -8.029 -4.488 0.086
H 0.377 -8.301 -5.229 0.078
H -0.483 -7.039 -1.865 0.071
H 1.093 -7.971 -1.971 0.101
H -0.431 -8.512 -2.825 0.067
O -0.416 3.620 -5.612 -0.264
P 0.946 3.141 -5.809 0.499
N 1.087 1.539 -5.679 -0.281
C 2.338 0.879 -6.098 -0.096
C -0.097 0.757 -5.367 -0.093
N 2.256 3.627 -4.884 -0.313
C 2.537 5.061 -4.902 -0.102
C 2.732 3.069 -3.646 -0.112
N 1.487 3.797 -7.279 -0.319
C 0.404 4.173 -8.266 -0.063
C 2.820 3.761 -7.780 -0.139
H 2.418 -0.151 -5.670 0.077
H 3.268 1.416 -5.773 0.072
H 2.403 0.738 -7.229 0.093
H -0.857 0.509 -6.074 0.073
H -0.674 1.218 -4.593 0.040
H 0.286 -0.187 -4.941 0.078
H 2.182 5.512 -3.997 0.080
H 3.597 5.307 -4.961 0.085
H 2.157 5.359 -5.856 0.064
H 2.371 3.656 -2.817 0.065
H 2.434 2.046 -3.556 0.063
H 3.881 3.109 -3.697 0.106
H -0.512 4.311 -7.725 0.055
H 0.799 5.087 -8.686 0.066
H 0.389 3.445 -9.107 0.087
H 2.941 4.560 -8.503 0.086
H 3.059 2.781 -8.247 0.074
H 3.467 3.692 -6.921 0.061
O -5.799 -1.235 6.141 -0.304
P -4.521 -1.745 5.632 0.496
N -4.314 -3.355 5.990 -0.299
C -5.264 -4.073 6.818 -0.110
C -3.114 -4.151 5.733 -0.095
N -3.381 -0.651 6.205 -0.266
C -3.753 -0.285 7.578 -0.123
C -1.960 -1.021 6.060 -0.124
N -4.249 -1.720 3.978 -0.265
C -5.015 -2.715 3.182 -0.097
C -3.693 -0.559 3.231 -0.089
H -4.818 -4.441 7.756 0.093
H -5.726 -4.800 6.213 0.064
H -6.117 -3.481 7.100 0.069
H -3.297 -5.138 5.309 0.088
H -2.643 -4.109 6.707 0.078
H -2.486 -3.614 5.043 0.052
H -3.284 0.690 7.856 0.062
H -4.812 -0.259 7.711 0.050
H -3.289 -1.029 8.329 0.103
H -1.726 -1.909 6.647 0.076
H -1.590 -1.171 5.073 0.038
H -1.399 -0.202 6.461 0.059
H -4.437 -3.599 3.001 0.060
H -5.902 -3.017 3.767 0.082
H -5.326 -2.346 2.217 0.063
H -3.058 -0.008 3.927 0.055
H -4.492 0.207 2.873 0.093
H -3.141 -0.881 2.346 0.044
O -10.656 2.026 1.386 -0.326
P -9.446 1.162 1.099 0.538
N -9.925 -0.262 0.290 -0.300
C -11.316 -0.608 0.324 -0.148
C -9.043 -1.431 0.239 -0.102
N -8.608 0.830 2.511 -0.290
C -7.323 0.092 2.451 -0.103
C -9.134 1.321 3.792 -0.084
N -8.411 1.929 0.078 -0.288
C -7.602 3.139 0.554 -0.065
C -9.101 2.262 -1.175 -0.109
H -11.993 0.285 0.552 0.097
H -11.501 -1.448 0.994 0.074
H -11.670 -0.899 -0.708 0.090
H -9.123 -1.952 1.138 0.060
H -8.040 -1.107 0.122 0.036
H -9.278 -2.010 -0.676 0.098
H -6.765 0.323 1.534 0.060
H -6.725 0.482 3.274 0.075
H -7.400 -0.991 2.481 0.061
H -10.184 1.609 3.702 0.077
H -9.014 0.452 4.384 0.068
H -8.557 2.108 4.244 0.071
H -6.698 3.225 -0.059 0.032
H -8.109 4.107 0.389 0.087
H -7.287 3.015 1.623 0.090
H -8.965 3.301 -1.290 0.056
H -10.174 1.959 -1.139 0.081
H -8.738 1.641 -2.064 0.091
O 8.311 -5.000 3.224 -0.309
P 7.171 -4.029 3.403 0.509
N 6.563 -3.594 1.949 -0.283
C 5.351 -2.742 1.730 -0.070
C 6.907 -4.239 0.670 -0.109
N 7.801 -2.659 4.102 -0.333
C 9.193 -2.541 4.302 -0.137
C 6.967 -1.522 4.480 -0.121
N 5.836 -4.287 4.356 -0.301
C 5.754 -4.392 5.795 -0.083
C 4.907 -5.284 3.806 -0.108
H 5.603 -1.881 1.132 0.062
H 4.987 -2.460 2.703 0.044
H 4.632 -3.369 1.190 0.082
H 6.090 -4.925 0.353 0.086
H 7.749 -4.916 0.771 0.073
H 7.072 -3.492 -0.097 0.059
H 9.651 -1.551 3.928 0.105
H 9.333 -2.588 5.370 0.079
H 9.674 -3.249 3.686 0.053
H 5.875 -1.762 4.493 0.062
H 7.331 -1.088 5.461 0.098
H 7.111 -0.749 3.640 0.088
H 6.154 -5.359 6.023 0.084
H 6.293 -3.610 6.309 0.083
H 4.734 -4.332 6.006 0.057
H 4.968 -6.220 4.372 0.091
H 5.166 -5.574 2.792 0.071
H 3.860 -4.941 3.733 0.076
O -4.224 2.914 -0.649 -0.308
P -3.844 4.066 -1.606 0.555
N -4.790 4.254 -2.959 -0.268
C -6.198 3.965 -2.738 -0.089
C -4.304 3.788 -4.275 -0.072
N -2.343 3.881 -2.090 -0.283
C -1.911 2.564 -2.573 -0.095
C -1.493 4.897 -2.624 -0.095
N -3.989 5.491 -0.775 -0.298
C -4.308 6.800 -1.341 -0.102
C -3.598 5.536 0.623 -0.124
H -6.503 2.958 -2.958 0.070
H -6.669 4.752 -3.310 0.093
H -6.389 4.137 -1.712 0.037
H -4.422 2.697 -4.504 0.080
H -3.325 4.048 -4.607 0.058
H -4.994 4.264 -4.978 0.088
H -0.817 2.405 -2.418 0.093
H -2.358 1.800 -1.975 0.040
H -2.157 2.445 -3.668 0.076
H -1.525 5.013 -3.730 0.080
H -1.867 5.843 -2.219 0.076
H -0.455 4.734 -2.302 0.079
H -5.145 7.219 -0.764 0.087
H -3.472 7.448 -1.322 0.059
H -4.682 6.679 -2.376 0.085
H -2.692 6.166 0.864 0.101
H -3.190 4.537 0.899 0.060
H -4.462 5.799 1.267 0.093
O -2.108 2.606 7.369 -0.309
P -1.770 3.603 6.289 0.494
N -1.578 5.173 6.885 -0.298
C -0.667 5.305 8.048 -0.099
C -2.686 6.112 6.939 -0.119
N -2.889 3.556 5.100 -0.264
C -4.281 3.397 5.593 -0.077
C -2.722 4.404 3.871 -0.084
N -0.300 3.328 5.623 -0.280
C 0.119 1.971 5.289 -0.090
C 0.840 4.263 5.608 -0.098
H -0.260 6.271 8.047 0.061
H 0.165 4.594 7.899 0.069
H -1.209 5.111 8.971 0.088
H -2.269 7.097 7.140 0.081
H -3.493 5.859 7.596 0.075
H -3.133 6.278 5.929 0.071
H -4.664 4.383 5.845 0.072
H -4.893 3.009 4.824 0.061
H -4.333 2.706 6.396 0.061
H -3.098 5.428 3.923 0.066
H -1.681 4.584 3.641 0.061
H -3.235 3.827 3.091 0.076
H 0.479 1.448 6.147 0.064
H -0.808 1.520 4.852 0.097
H 0.884 1.934 4.546 0.054
H 0.574 5.295 5.658 0.068
H 1.422 4.071 4.687 0.073
H 1.465 4.001 6.438 0.065
O 4.689 -2.337 -3.514 -0.278
P 5.876 -2.039 -4.324 0.513
N 6.998 -3.204 -4.110 -0.309
C 8.356 -3.172 -4.645 -0.109
C 6.829 -4.246 -3.083 -0.089
N 6.685 -0.649 -3.907 -0.318
C 7.533 -0.657 -2.814 -0.140
C 6.028 0.662 -4.063 -0.078
N 5.559 -1.726 -5.975 -0.270
C 6.518 -0.945 -6.802 -0.120
C 4.375 -2.196 -6.709 -0.112
H 9.194 -2.796 -3.998 0.091
H 8.363 -2.590 -5.572 0.066
H 8.617 -4.250 -4.888 0.101
H 7.528 -4.166 -2.239 0.077
H 6.904 -5.243 -3.544 0.094
H 5.881 -4.149 -2.645 0.029
H 7.918 -1.674 -2.617 0.079
H 8.308 0.077 -2.941 0.088
H 7.035 -0.339 -1.876 0.068
H 5.469 0.963 -3.173 0.070
H 6.780 1.423 -4.195 0.087
H 5.349 0.614 -4.895 0.055
H 5.997 -0.177 -7.371 0.068
H 7.148 -0.385 -6.077 0.071
H 7.039 -1.561 -7.597 0.097
H 4.034 -1.505 -7.483 0.075
H 3.488 -2.328 -6.130 0.039
H 4.611 -3.117 -7.244 0.083
O 0.392 0.000 2.174 -0.289
P 0.048 -0.852 0.987 0.530
N 0.075 -2.460 1.340 -0.269
C 0.837 -3.533 0.736 -0.098
C -0.765 -2.893 2.485 -0.073
N 1.256 -0.610 -0.106 -0.315
C 1.163 -1.075 -1.431 -0.133
C 2.536 0.048 0.290 -0.061
N -1.452 -0.476 0.373 -0.241
C -1.696 1.057 0.402 -0.029
C -2.342 -1.316 -0.387 -0.115
H 1.641 -3.032 0.159 0.064
H 0.263 -4.101 0.006 0.050
H 1.168 -4.301 1.472 0.102
H -1.440 -2.050 2.763 0.065
H -0.096 -3.033 3.351 0.074
H -1.275 -3.760 2.248 0.059
H 2.108 -1.687 -1.675 0.107
H 0.434 -1.904 -1.517 0.073
H 0.880 -0.274 -2.134 0.082
H 2.459 0.575 1.232 0.044
H 3.235 -0.829 0.320 0.085
H 2.906 0.732 -0.549 0.089
H -2.696 1.147 0.005 0.060
H -1.677 1.385 1.412 0.061
H -0.891 1.570 -0.016 0.031
H -1.993 -2.325 -0.355 0.049
H -2.309 -1.067 -1.468 0.089
H -3.384 -1.255 -0.087 0.072
O 4.185 4.251 1.504 -0.304
P 5.378 3.387 1.781 0.549
N 6.762 4.251 1.877 -0.303
C 6.725 5.611 1.524 -0.132
C 7.999 3.694 2.400 -0.089
N 5.433 2.211 0.523 -0.265
C 6.509 1.212 0.428 -0.124
C 5.241 2.959 -0.708 -0.126
N 5.282 2.501 3.150 -0.272
C 5.388 3.179 4.478 -0.068
C 4.383 1.335 3.307 -0.097
H 7.496 6.061 0.831 0.107
H 6.892 6.194 2.381 0.063
H 5.738 5.852 1.153 0.074
H 8.785 3.819 1.635 0.091
H 7.924 2.600 2.547 0.075
H 8.259 4.206 3.328 0.086
H 6.214 0.312 -0.108 0.044
H 7.417 1.606 -0.135 0.098
H 6.899 0.767 1.353 0.066
H 6.222 3.203 -1.179 0.097
H 4.653 2.274 -1.338 0.063
H 4.689 3.831 -0.493 0.046
H 5.452 4.308 4.377 0.107
H 4.498 2.962 4.984 0.051
H 6.245 2.727 5.022 0.091
H 4.297 0.827 2.313 0.069
H 3.314 1.576 3.425 0.066
H 4.745 0.679 4.070 0.069